1.
Density functional theory data (ωB97M-V with the def2-TZVPD basis set) for a structure of composition C18H41ErN2O2P3.

## Properties
E = -81868.7509 eV
HOMO energy (spin up / spin down) = -0.5808 / -0.5812 hartree
charge = +3
multiplicity = 4
energy above the lowest of the compared OMol25 structures with the same formula, charge and spin = 2.069 eV
lowest unoccupied orbital energy (spin up / spin down) = -10.28 / -10.19 eV
frontier orbital gap (spin up / spin down) = 5.5 / 5.6 eV
<S²> = 3.75
M = 577.72 g mol⁻¹

Last column: Löwdin spin population.
Geometry (Å):
Er (-1.0292, 1.4288, -0.8207)  3.025
P (2.4427, -1.2215, 2.1696)  0.000
P (1.4993, 2.5708, 0.0311)  -0.003
P (-1.3418, -2.0013, 0.0253)  -0.002
H (0.5966, 2.8723, -3.2001)  0.000
C (-0.3756, 2.3716, -3.0428)  -0.010
C (-1.4815, 2.9395, -2.4244)  0.008
H (-1.4228, 3.5917, -1.5162)  0.000
C (3.8789, -2.1497, 1.6495)  0.000
C (2.9548, 0.1860, 3.1841)  0.000
C (1.3161, -2.2366, 3.1247)  0.000
C (1.1462, 4.1521, -0.7906)  0.000
C (1.6234, 3.2931, 1.7112)  -0.001
C (3.2340, 2.2162, -0.4512)  -0.001
C (-2.7848, -2.6476, -0.9290)  0.000
C (-1.7855, -2.8376, 1.5768)  0.000
C (-0.0839, -3.1548, -0.6289)  0.000
H (-0.5318, 1.7447, -3.9466)  0.000
H (-2.4696, 2.8744, -2.9031)  0.001
H (4.4583, -2.4876, 2.5262)  0.000
H (4.5467, -1.5637, 0.9958)  0.000
H (3.5375, -3.0308, 1.0840)  0.000
H (3.6042, -0.1693, 3.9973)  0.000
H (2.0652, 0.6419, 3.6341)  0.000
H (3.5037, 0.9543, 2.6233)  0.000
H (1.7658, -2.4028, 4.1193)  0.000
H (1.1556, -3.2138, 2.6348)  0.000
H (0.3379, -1.7443, 3.2579)  0.000
H (1.9070, 4.8570, -0.4431)  0.000
H (0.1812, 4.5212, -0.4184)  0.000
H (1.1202, 4.0596, -1.8810)  0.000
H (2.4189, 4.0532, 1.6888)  0.000
H (1.8445, 2.5433, 2.4833)  0.000
H (0.6817, 3.8143, 1.9474)  0.000
H (3.8991, 3.0481, -0.1521)  0.000
H (3.2833, 2.0934, -1.5491)  0.000
H (3.5762, 1.2775, 0.0267)  0.000
H (-3.1042, -3.6049, -0.4939)  0.000
H (-2.5686, -2.7806, -1.9988)  0.000
H (-3.5924, -1.9077, -0.8347)  0.000
H (-2.2425, -3.8102, 1.3711)  0.000
H (-2.5062, -2.2429, 2.1433)  0.000
H (-0.9119, -2.9913, 2.2085)  0.000
H (-0.4772, -4.1780, -0.7264)  0.000
H (0.7913, -3.1643, 0.0352)  0.000
H (0.2496, -2.8110, -1.6180)  0.000
C (-2.2249, -0.2312, -2.7064)  -0.001
C (-0.8578, -0.5307, -2.9410)  -0.002
C (-0.5143, -1.3600, -4.0000)  0.000
C (-1.5231, -1.8352, -4.8469)  -0.001
C (-2.8671, -1.4355, -4.6888)  -0.001
C (-3.1917, -0.4878, -3.7181)  0.000
O (-2.5886, 0.1924, -1.4710)  -0.008
H (1.6940, -0.8847, 0.9988)  0.000
H (-0.0500, -0.1640, -2.2599)  0.000
H (0.5449, -1.6606, -4.1361)  0.000
H (-1.2934, -2.5224, -5.6656)  0.000
H (-3.6472, -1.8306, -5.3304)  0.000
H (-4.1951, -0.1049, -3.5554)  0.000
N (-2.3686, 0.1341, 3.1546)  0.000
C (-1.6833, 1.1520, 2.5926)  0.000
N (-1.1011, 2.0058, 3.4652)  0.000
O (-1.5214, 1.2819, 1.3245)  -0.003
H (-2.4978, 0.1713, 4.1607)  0.000
H (-2.9794, -0.4354, 2.5957)  0.000
H (-0.7066, 2.8582, 3.1062)  0.000
H (-1.3381, 1.9344, 4.4410)  0.000

Atoms 1-3, force components in eV/Å:
-0.9 -4.4 3.9
0.0 -0.2 0.0
0.6 0.2 0.1

=====

2.
Density functional theory data (ωB97M-V with the def2-TZVPD basis set) for a structure of composition C24H61BFN8NbO10PS.

## Properties
E = -83339.4799 eV
HOMO energy = -0.1516 hartree
charge = -1
lowest unoccupied orbital energy = 1.42 eV
frontier orbital gap = 5.5 eV
M = 807.56 g mol⁻¹

Last column: Löwdin charge in e.
Geometry (Å):
C (-1.2680, 0.1931, -1.1406)  -0.083
C (-1.7550, 1.4541, -0.4496)  -0.229
C (-1.5064, 1.5580, 1.2013)  -0.411
Nb (-2.6376, 3.2849, 2.1613)  1.306
F (-2.7124, 4.4209, 0.3524)  -0.542
B (-4.6229, 2.3223, 1.5532)  -0.638
N (-5.6543, 3.2055, 0.8329)  0.022
O (-4.9661, 0.9049, 1.7810)  -0.049
P (-0.5343, 4.5113, 2.9007)  0.152
O (-0.3465, 4.4833, 4.6663)  -0.444
O (-0.7070, 6.1900, 2.3449)  -0.395
S (1.1289, 3.8645, 2.1293)  0.160
H (-2.0062, -0.6878, -1.4589)  0.064
H (-0.0907, 0.1003, -1.3127)  0.058
H (-2.3241, 2.2910, -1.0673)  0.074
H (-1.9959, 0.5574, 1.6308)  0.040
H (-0.3673, 1.4878, 1.4595)  0.014
H (-3.6066, 4.5597, 3.0759)  -0.110
H (-2.6571, 2.3030, 3.7227)  -0.089
H (-5.7378, 4.0585, 1.4447)  0.043
H (-5.2650, 3.4475, -0.1055)  0.046
H (-4.2843, 0.4339, 2.3464)  0.070
H (0.2849, 3.7051, 4.8611)  0.063
H (-0.8741, 6.0696, 1.3560)  0.007
C (0.6439, -3.8336, -0.4934)  -0.004
C (1.3134, -2.5469, -0.0938)  -0.541
O (0.7561, -1.7084, 0.6136)  -0.001
N (2.5822, -2.3272, -0.5446)  0.005
C (3.3848, -3.1923, -1.3767)  -0.084
H (-0.3597, -3.8790, -0.0668)  0.093
H (0.5610, -3.8857, -1.5827)  0.049
H (1.2200, -4.6839, -0.1172)  0.084
H (2.9780, -1.4442, -0.2417)  0.143
H (4.2976, -3.4405, -0.8303)  0.078
H (3.6423, -2.6470, -2.2874)  0.082
H (2.8622, -4.1120, -1.6426)  0.070
C (0.5760, -3.9007, -5.8629)  -0.022
C (0.4220, -4.5379, -4.5087)  -0.529
O (-0.2704, -4.0385, -3.6225)  0.020
N (1.0833, -5.7095, -4.2818)  0.001
C (1.9330, -6.4343, -5.1969)  -0.087
H (-0.0023, -2.9761, -5.9070)  0.067
H (1.6280, -3.6614, -6.0425)  0.085
H (0.2055, -4.5794, -6.6365)  0.085
H (0.9396, -6.0881, -3.3522)  0.143
H (1.5105, -7.4317, -5.3376)  0.081
H (2.9248, -6.5189, -4.7472)  0.081
H (2.0170, -5.9383, -6.1646)  0.073
C (-0.2714, 0.8616, -7.2438)  -0.007
C (0.3798, -0.4340, -7.6450)  -0.527
O (0.9447, -1.1648, -6.8320)  0.013
N (0.3277, -0.7872, -8.9618)  -0.002
C (-0.2874, -0.0594, -10.0466)  -0.086
H (-0.1557, 1.0192, -6.1699)  0.091
H (0.2038, 1.6941, -7.7703)  0.086
H (-1.3396, 0.8275, -7.4768)  0.088
H (0.7836, -1.6691, -9.1682)  0.142
H (-1.0512, -0.6978, -10.4961)  0.082
H (0.4832, 0.1638, -10.7878)  0.082
H (-0.7465, 0.8717, -9.7122)  0.075
C (-1.9810, 9.0775, -1.8940)  -0.019
C (-2.1268, 7.6965, -1.3150)  -0.528
O (-1.3071, 7.2240, -0.5283)  0.028
N (-3.2145, 6.9640, -1.6916)  0.012
C (-4.2697, 7.3535, -2.5970)  -0.088
H (-1.0737, 9.5478, -1.5106)  0.083
H (-1.9072, 9.0168, -2.9835)  0.081
H (-2.8389, 9.6924, -1.6070)  0.082
H (-3.2558, 6.0437, -1.2681)  0.117
H (-5.2171, 7.3114, -2.0550)  0.083
H (-4.2908, 6.6398, -3.4236)  0.081
H (-4.1249, 8.3595, -2.9927)  0.069
C (3.8013, 8.2433, 5.6432)  -0.023
C (3.6556, 6.8623, 6.2221)  -0.554
O (4.4753, 6.3898, 7.0088)  -0.006
N (2.5679, 6.1298, 5.8455)  0.016
C (1.5127, 6.5193, 4.9401)  -0.102
H (4.7086, 8.7136, 6.0265)  0.077
H (3.8752, 8.1826, 4.5536)  0.085
H (2.9435, 8.8582, 5.9301)  0.082
H (2.5265, 5.2095, 6.2691)  0.141
H (0.5652, 6.4772, 5.4821)  0.080
H (1.4916, 5.8056, 4.1135)  0.012
H (1.6574, 7.5253, 4.5444)  0.081
C (0.8840, -4.4474, 5.7188)  -0.019
C (0.3413, -4.1406, 4.3494)  -0.541
O (-0.6410, -4.7198, 3.8872)  -0.001
N (0.9788, -3.1830, 3.6161)  0.023
C (2.1361, -2.4070, 3.9945)  -0.076
H (0.2832, -5.2267, 6.1911)  0.080
H (1.9146, -4.8046, 5.6376)  0.082
H (0.8430, -3.5505, 6.3435)  0.086
H (0.5660, -3.0224, 2.7039)  0.120
H (1.8619, -1.3500, 3.9675)  0.092
H (2.9274, -2.5968, 3.2658)  0.081
H (2.4962, -2.6608, 4.9922)  0.071
C (-0.1377, -7.3226, 2.8979)  -0.018
C (0.7129, -8.4411, 2.3600)  -0.542
O (1.1174, -8.4584, 1.1981)  0.008
N (1.0323, -9.4586, 3.2109)  -0.008
C (0.6493, -9.6036, 4.5956)  -0.088
H (-0.3155, -6.5815, 2.1166)  0.083
H (-1.1028, -7.7170, 3.2288)  0.095
H (0.3760, -6.8334, 3.7304)  0.069
H (1.6064, -10.1805, 2.7898)  0.138
H (1.5593, -9.6572, 5.1974)  0.079
H (0.0890, -10.5355, 4.6987)  0.080
H (0.0346, -8.7728, 4.9440)  0.076

Atoms 1-3, force components in eV/Å:
-0.4 2.2 0.9
0.8 -2.3 -0.7
0.7 -1.6 -1.0

=====

3.
Density functional theory data (ωB97M-V with the def2-TZVPD basis set) for a structure of composition CH2LiOYb.

## Properties
E = -34839.4640 eV
HOMO energy (spin up / spin down) = -0.3299 / -0.4271 hartree
charge = +1
multiplicity = 3
lowest unoccupied orbital energy (spin up / spin down) = -3.32 / -4.68 eV
frontier orbital gap (spin up / spin down) = 5.7 / 6.9 eV
<S²> = 2.00
M = 210.01 g mol⁻¹

Last column: Löwdin spin population.
Geometry (Å):
C (-0.5468, 0.0055, 0.1576)  0.090
O (-0.3480, 1.2320, 0.1386)  0.041
H (-1.3675, -0.3055, 0.8661)  0.006
Yb (1.2381, -1.7338, -0.8043)  0.866
Li (-1.3924, 2.7090, 0.6860)  0.172
H (-3.0668, 2.8438, 1.1929)  0.825

Atoms 1-3, force components in eV/Å:
0.6 -0.9 0.2
-0.6 0.9 0.1
-0.2 0.2 -0.1

=====

4.
Density functional theory data (ωB97M-V with the def2-TZVPD basis set) for a structure of composition C3H9N2O.

## Properties
E = -8273.4237 eV
HOMO energy (spin up / spin down) = -0.4971 / -0.4971 hartree
charge = +1
energy above the lowest of the compared OMol25 structures with the same formula, charge and spin = 5.650 eV
lowest unoccupied orbital energy (spin up / spin down) = -4.82 / -4.82 eV
frontier orbital gap (spin up / spin down) = 8.7 / 8.7 eV
M = 89.12 g mol⁻¹

Last column: Löwdin charge in e.
Geometry (Å):
C (1.1733, -0.1607, 1.2217)  -0.043
C (-1.7915, -0.1299, -0.1064)  -0.056
C (0.7890, -0.2627, -0.2395)  -0.216
N (1.4305, 1.3384, -0.9820)  0.078
N (-0.5457, -0.3380, -0.9145)  -0.013
O (1.8590, 2.0738, -0.2021)  0.089
H (1.0871, 0.7722, 1.6001)  0.031
H (0.6093, -0.8955, 1.8166)  0.103
H (2.2542, -0.4144, 1.1981)  0.117
H (-2.7241, 0.0508, -0.7630)  0.129
H (-2.1223, -0.9328, 0.6686)  0.140
H (-1.9249, 0.7687, 0.4715)  0.085
H (1.2785, -1.0802, -0.7696)  0.131
H (-0.5649, 0.5018, -1.6172)  0.200
H (-0.8075, -1.2914, -1.3824)  0.226

Atoms 1-3, force components in eV/Å:
-0.3 -3.7 -1.8
-3.9 -0.4 1.1
1.7 0.7 -1.2